Entry 1:
Below is a molecular structure, C8H12Br2N2 in a non-equilibrium geometry, with properties calculated with the ωB97M-V functional and the def2-TZVPD basis.

```
! RIJCOSX wB97M-V def2-TZVPD def2/J DEFGRID3
* xyz 0 1
C 1.28 0.27 -1.38
C 0.09 1.54 0.52
C 0.88 -0.77 1.00
C -1.22 0.63 -1.10
C -0.37 -1.57 -0.70
C 0.10 1.32 -0.97
C 1.11 -1.03 -0.49
C -0.39 0.06 0.88
N -1.11 -0.53 -0.23
N -1.18 0.11 2.18
Br -0.17 0.33 3.75
Br -2.54 -1.19 2.37
H 1.18 0.21 -2.50
H 2.30 0.79 -1.29
H 0.91 2.02 1.05
H -0.73 2.34 0.71
H 0.77 -1.75 1.43
H 1.73 -0.40 1.64
H -2.00 1.37 -0.73
H -1.66 0.42 -2.01
H -0.60 -2.04 -1.73
H -0.49 -2.53 -0.07
H 0.23 2.19 -1.63
H 1.88 -1.79 -0.70
*
```

As for the electronic energy: -5569.44206 hartree. For the HOMO energy, the calculation gives -0.3131 hartree. The relative energy (zero: lowest compared OMol25 entry of this formula, charge and spin) is 2.346 eV. Its orbital gap is 0.31092 hartree.

Atom charges from the Löwdin analysis, given in e for atoms 1 to 2: C -0.072; C -0.086


Entry 2:
Below is a molecular structure, C8H12Ce2Cl2N2O3S in a non-equilibrium geometry, with properties calculated with the ωB97M-V functional and the def2-TZVPD basis.

```
! RIJCOSX wB97M-V def2-TZVPD def2/J DEFGRID3
* xyz 4 3
Ce -3.24 -3.20 -4.87
Ce -1.30 -0.47 -1.01
Cl -2.02 -0.98 -4.12
Cl -1.46 -2.85 -0.21
C -2.76 0.32 0.90
C -4.81 -2.03 -5.94
C -5.01 -2.96 -3.52
O -3.36 0.50 1.88
O -5.70 -1.30 -6.18
O -5.98 -2.56 -3.00
C 0.73 2.84 1.98
C 0.29 1.40 1.85
N 0.20 1.04 0.37
C 1.20 0.33 -0.28
S 1.10 0.22 -1.96
N 2.03 -0.47 0.48
C 3.18 0.20 1.19
C 3.64 -0.75 2.29
H 1.69 3.02 1.47
H 0.86 3.08 3.05
H -0.02 3.53 1.56
H 0.97 0.67 2.32
H -0.71 1.22 2.26
H -0.10 1.86 -0.21
H 2.40 -1.25 -0.07
H 4.00 0.36 0.46
H 2.86 1.17 1.59
H 4.08 -1.66 1.86
H 4.41 -0.25 2.90
H 2.80 -1.03 2.95
*
```

Its expectation value of S² is 2.002. As for the electronic energy: -2914.46578 hartree. For the HOMO energy (spin up / spin down), the calculation gives -0.7724 / -0.7724 hartree. The relative energy (zero: lowest compared OMol25 entry of this formula, charge and spin) is 0.765 eV. Its orbital gap (spin up / spin down) is 0.13897 / 0.14073 hartree.

Atom charges from the Löwdin analysis, given in e for atoms 1 to 2: Ce 1.490; Ce 0.556


Entry 3:
Below is C8H12Cl2FNO4S in the gas phase, with properties calculated with the ωB97M-V functional and the def2-TZVPD basis.

```
! RIJCOSX wB97M-V def2-TZVPD def2/J DEFGRID3
* xyz 0 1
C 4.10 0.78 -0.93
C 2.76 0.13 -0.78
Cl 2.14 -0.65 -2.20
C 2.03 0.12 0.32
Cl 2.61 1.01 1.70
N 0.79 -0.55 0.46
C -0.19 0.04 1.40
C -0.68 1.39 0.87
C -2.09 1.31 0.28
C -2.13 0.53 -1.05
O -2.92 -0.67 -0.97
C -4.26 -0.46 -1.06
O -4.89 -0.59 -2.06
S 0.85 -2.24 0.63
O 0.34 -2.85 -0.54
O 0.39 -2.61 1.92
F 2.39 -2.46 0.63
H 4.72 0.58 -0.05
H 3.99 1.86 -1.03
H 4.62 0.39 -1.80
H 0.21 0.11 2.41
H -1.03 -0.65 1.45
H -0.67 2.12 1.68
H 0.00 1.74 0.08
H -2.74 0.79 0.98
H -2.49 2.32 0.14
H -2.52 1.15 -1.86
H -1.13 0.20 -1.35
H -4.73 -0.19 -0.09
*
```

As for the electronic energy: -2086.13969 hartree. For the HOMO energy, the calculation gives -0.3473 hartree. As for the structure (SMILES): C/C(Cl)=C(\Cl)N(CCCCOC=O)S(=O)(=O)F. Its orbital gap is 0.36296 hartree.

Atom charges from the Löwdin analysis, given in e for atoms 1 to 2: C -0.124; C -0.723